(1)
Computed, not measured: a cluster of 10 separate species, C31H89N7O10 in total at a distorted geometry, with the ωB97M-V functional and the def2-TZVPD basis.

ORCA input file:
```
! wB97M-V def2-TZVPD RIJCOSX def2/J DEFGRID3
* xyz 0 1
C -1.413 -8.774 3.278
O -2.861 -8.932 3.209
C -3.279 -10.196 3.770
C -3.081 -11.368 2.762
C -3.918 -11.289 1.483
N -3.430 -12.627 3.398
H -1.069 -8.717 4.311
H -1.093 -7.938 2.656
H -0.881 -9.625 2.853
H -2.769 -10.359 4.720
H -4.317 -10.028 4.056
H -2.036 -11.536 2.499
H -3.780 -12.114 0.784
H -3.678 -10.387 0.920
H -4.962 -11.185 1.779
H -2.979 -13.372 2.886
H -3.044 -12.713 4.327
C -0.521 7.103 -0.773
O -0.183 6.218 -1.858
C -1.220 5.826 -2.704
C -0.726 4.731 -3.658
C 0.272 5.113 -4.769
N -1.877 3.986 -4.198
H -1.085 6.517 -0.048
H -0.946 8.038 -1.136
H 0.369 7.372 -0.204
H -2.109 5.501 -2.162
H -1.517 6.700 -3.285
H -0.161 4.083 -2.988
H 0.387 4.211 -5.369
H 1.222 5.272 -4.258
H -0.016 5.947 -5.410
H -1.887 4.087 -5.203
H -1.573 3.023 -4.168
C 2.855 -1.822 8.912
O 2.137 -1.590 10.133
C 0.904 -0.955 9.956
C 0.232 -0.746 11.341
C 0.136 -2.090 12.084
N -1.043 -0.116 11.364
H 2.321 -2.446 8.196
H 3.720 -2.413 9.214
H 3.026 -0.878 8.395
H 1.056 -0.013 9.428
H 0.308 -1.571 9.282
H 0.940 -0.107 11.869
H 1.095 -2.538 12.342
H -0.317 -2.861 11.461
H -0.394 -2.048 13.036
H -0.983 0.602 10.656
H -1.619 -0.826 10.935
C -10.121 4.144 0.090
O -9.501 2.918 -0.084
C -8.814 2.859 -1.313
C -8.164 1.456 -1.312
C -7.084 1.367 -0.138
N -7.570 1.092 -2.535
H -10.862 4.053 0.884
H -10.675 4.367 -0.822
H -9.344 4.892 0.252
H -9.531 3.023 -2.117
H -8.044 3.605 -1.510
H -8.820 0.636 -1.018
H -6.444 0.507 -0.332
H -7.651 1.301 0.790
H -6.520 2.300 -0.137
H -7.006 1.825 -2.942
H -6.844 0.413 -2.356
C 4.536 6.609 5.230
O 5.180 7.837 5.423
C 5.903 8.303 4.282
C 6.702 9.593 4.627
C 5.850 10.808 4.986
N 7.609 9.898 3.542
H 3.958 6.430 6.136
H 5.265 5.822 5.036
H 3.793 6.670 4.435
H 6.655 7.592 3.941
H 5.189 8.498 3.482
H 7.301 9.308 5.492
H 6.447 11.691 5.218
H 5.293 10.549 5.885
H 5.102 11.040 4.228
H 7.033 10.118 2.743
H 8.039 10.742 3.891
C 6.928 1.856 -3.349
O 7.497 1.865 -4.608
C 8.313 0.731 -5.012
C 8.964 1.152 -6.331
C 8.147 1.259 -7.673
N 9.964 0.154 -6.670
H 6.260 2.713 -3.258
H 7.645 1.842 -2.528
H 6.270 0.998 -3.215
H 9.149 0.584 -4.328
H 7.681 -0.154 -5.075
H 9.338 2.161 -6.159
H 7.738 0.324 -8.055
H 8.729 1.571 -8.541
H 7.284 1.918 -7.570
H 10.640 0.275 -5.929
H 9.605 -0.780 -6.536
C -1.120 -2.535 -12.749
O -0.605 -1.819 -11.614
C 0.523 -2.384 -10.984
C 0.338 -2.465 -9.441
C 1.507 -3.063 -8.666
N -0.907 -3.221 -9.141
H -0.387 -2.429 -13.549
H -2.087 -2.093 -12.991
H -1.291 -3.588 -12.528
H 0.665 -3.359 -11.449
H 1.373 -1.766 -11.275
H 0.110 -1.453 -9.106
H 1.704 -4.037 -9.113
H 1.273 -3.111 -7.603
H 2.461 -2.539 -8.735
H -0.880 -4.225 -9.250
H -1.475 -2.912 -9.918
C -3.515 -5.160 -2.281
O -3.367 -4.049 -3.104
H -4.172 -5.855 -2.804
H -2.532 -5.587 -2.084
H -4.017 -4.941 -1.338
H -3.135 -4.357 -3.983
C -5.185 -3.649 7.040
O -5.361 -2.790 8.171
H -5.551 -4.631 7.337
H -5.826 -3.194 6.284
H -4.196 -3.641 6.582
H -6.302 -2.761 8.357
C 0.213 -0.378 1.084
O 0.392 -1.016 -0.180
H 1.152 -0.472 1.630
H 0.061 0.700 1.032
H -0.609 -0.829 1.640
H -0.469 -1.272 -0.518
*
```

The max |F| comes out at 2.8 eV/A. Its HOMO-LUMO gap is 9.264 eV. Its LUMO energy is 0.35 eV.


(2)
Computed, not measured: a cluster of 10 separate species, C31H89N7O10 in total at a distorted geometry, with the ωB97M-V functional and the def2-TZVPD basis.

ORCA input file:
```
! wB97M-V def2-TZVPD RIJCOSX def2/J DEFGRID3
* xyz 0 1
C -2.301 -3.560 0.876
O -2.493 -3.044 2.224
C -1.774 -3.670 3.257
C -2.333 -4.935 3.841
C -3.460 -4.694 4.827
N -1.265 -5.714 4.334
H -2.488 -4.633 0.707
H -1.254 -3.312 0.628
H -2.924 -2.905 0.249
H -0.762 -3.856 2.901
H -1.637 -2.909 4.099
H -2.717 -5.571 3.026
H -4.220 -3.984 4.401
H -3.164 -4.178 5.752
H -4.073 -5.550 5.008
H -0.908 -5.550 5.278
H -1.644 -6.689 4.434
C -2.733 -0.329 5.739
O -2.715 0.963 5.245
C -3.603 1.080 4.055
C -3.325 2.485 3.330
C -3.468 3.644 4.319
N -4.287 2.505 2.213
H -3.652 -0.494 6.287
H -1.943 -0.439 6.467
H -2.643 -1.178 5.083
H -3.432 0.291 3.374
H -4.677 1.073 4.323
H -2.352 2.504 2.823
H -2.925 4.486 3.973
H -3.051 3.370 5.257
H -4.519 3.905 4.433
H -3.817 2.255 1.358
H -4.503 3.442 2.014
C 1.544 5.514 -3.376
O 0.432 5.583 -4.279
C 0.395 4.560 -5.297
C 0.171 3.183 -4.701
C -0.142 2.068 -5.716
N -0.793 3.282 -3.583
H 1.534 6.490 -2.849
H 2.555 5.407 -3.964
H 1.495 4.630 -2.701
H -0.433 4.925 -5.945
H 1.304 4.610 -5.874
H 1.119 2.853 -4.331
H -0.303 1.221 -5.043
H 0.698 1.851 -6.376
H -1.014 2.312 -6.290
H -0.923 4.274 -3.385
H -1.679 2.938 -3.928
C 5.595 0.914 -5.725
O 4.172 1.099 -5.475
C 3.827 0.848 -4.141
C 3.357 -0.609 -4.062
C 2.074 -0.893 -4.781
N 3.119 -0.940 -2.656
H 5.921 -0.044 -5.437
H 6.193 1.661 -5.232
H 5.684 1.118 -6.768
H 4.664 1.121 -3.468
H 3.016 1.443 -3.763
H 4.084 -1.259 -4.480
H 1.358 -0.257 -4.274
H 1.734 -1.923 -4.600
H 2.013 -0.594 -5.809
H 3.819 -0.726 -2.013
H 2.333 -0.427 -2.348
C -0.219 -0.747 2.153
O 0.124 -1.460 0.975
C 0.790 -0.701 -0.012
C -0.102 0.332 -0.659
C -1.306 -0.298 -1.250
N 0.655 1.043 -1.656
H 0.528 -0.114 2.524
H -0.575 -1.386 2.972
H -1.127 -0.086 1.966
H 1.736 -0.246 0.343
H 1.040 -1.484 -0.763
H -0.544 0.996 0.068
H -1.988 -0.730 -0.446
H -1.087 -1.099 -1.973
H -1.923 0.497 -1.735
H 0.030 1.662 -2.095
H 1.329 1.727 -1.249
C -1.240 -4.453 -3.702
O -0.595 -4.836 -2.502
C 0.493 -4.089 -1.924
C 1.916 -4.685 -2.288
C 1.865 -6.205 -2.001
N 2.978 -4.063 -1.510
H -0.709 -3.677 -4.325
H -2.184 -3.951 -3.409
H -1.476 -5.267 -4.363
H 0.378 -3.078 -2.380
H 0.360 -4.291 -0.758
H 2.112 -4.522 -3.319
H 1.562 -6.222 -0.966
H 2.856 -6.679 -2.037
H 1.239 -6.780 -2.597
H 2.649 -4.188 -0.538
H 2.836 -3.047 -1.702
C 0.240 2.666 4.240
O 0.588 3.205 3.019
C 0.226 4.587 2.865
C 0.377 5.124 1.470
C -0.505 4.430 0.414
N 1.750 4.967 1.032
H -0.871 2.571 4.360
H 0.620 3.279 5.081
H 0.706 1.695 4.336
H -0.817 4.658 3.154
H 0.871 5.153 3.543
H 0.116 6.221 1.639
H -0.281 4.925 -0.504
H -1.593 4.530 0.698
H -0.158 3.392 0.329
H 1.960 3.944 1.011
H 2.456 5.436 1.520
C -4.761 -1.275 0.858
O -3.530 -0.831 1.403
H -4.776 -1.297 -0.238
H -5.056 -2.253 1.167
H -5.511 -0.574 1.205
H -3.141 -1.489 1.950
C 3.048 -2.206 2.139
O 2.177 -3.276 1.942
H 3.922 -2.492 2.760
H 3.595 -1.809 1.204
H 2.676 -1.298 2.588
H 1.349 -2.872 1.718
C 3.719 1.906 1.779
O 2.344 1.996 1.312
H 4.160 2.850 2.150
H 3.692 1.253 2.572
H 4.320 1.620 0.952
H 1.833 2.351 2.023
*
```

The max |F| comes out at 3.8 eV/A. Its HOMO-LUMO gap is 8.991 eV. Its LUMO energy is 0.58 eV.


(3)
Computed, not measured: a cluster of 10 separate species, C31H89N7O10 in total at a distorted geometry, with the ωB97M-V functional and the def2-TZVPD basis.

ORCA input file:
```
! wB97M-V def2-TZVPD RIJCOSX def2/J DEFGRID3
* xyz 0 1
C 21.700 -9.510 -1.710
O 20.381 -8.929 -1.913
C 19.815 -9.230 -3.156
C 18.744 -8.256 -3.577
C 17.444 -8.359 -2.763
N 18.349 -8.424 -4.977
H 22.320 -9.274 -2.576
H 21.658 -10.599 -1.726
H 22.078 -9.054 -0.795
H 20.569 -9.102 -3.933
H 19.492 -10.270 -3.118
H 19.087 -7.229 -3.446
H 17.532 -8.010 -1.734
H 17.110 -9.396 -2.777
H 16.634 -7.866 -3.300
H 17.851 -9.300 -5.052
H 17.706 -7.700 -5.263
C 18.127 -8.205 -9.075
O 17.953 -7.216 -10.085
C 17.808 -7.909 -11.308
C 17.472 -6.876 -12.388
C 16.046 -6.381 -12.376
N 17.666 -7.326 -13.707
H 18.990 -8.869 -9.116
H 17.227 -8.797 -8.907
H 18.260 -7.605 -8.174
H 18.737 -8.403 -11.595
H 17.058 -8.700 -11.293
H 18.209 -6.078 -12.304
H 15.861 -5.565 -13.075
H 15.830 -5.915 -11.415
H 15.293 -7.143 -12.576
H 18.608 -7.686 -13.772
H 17.158 -8.191 -13.823
C 25.020 -10.837 -7.918
O 25.675 -11.488 -8.985
C 25.029 -12.673 -9.486
C 25.229 -13.917 -8.624
C 26.672 -14.254 -8.417
N 24.735 -15.062 -9.393
H 25.651 -10.083 -7.447
H 24.705 -11.510 -7.121
H 24.125 -10.317 -8.260
H 23.963 -12.455 -9.542
H 25.428 -12.787 -10.495
H 24.556 -13.761 -7.781
H 26.787 -15.191 -7.872
H 27.247 -13.488 -7.896
H 27.150 -14.402 -9.385
H 24.501 -15.800 -8.744
H 23.841 -14.870 -9.822
C 24.528 -9.152 -4.556
O 24.319 -10.526 -4.846
C 24.733 -11.322 -3.704
C 26.270 -11.370 -3.641
C 26.958 -12.138 -4.783
N 26.782 -11.957 -2.409
H 25.582 -8.884 -4.628
H 24.178 -8.752 -3.604
H 24.008 -8.569 -5.315
H 24.431 -10.863 -2.763
H 24.225 -12.284 -3.775
H 26.697 -10.367 -3.647
H 26.619 -11.780 -5.755
H 26.769 -13.211 -4.802
H 28.040 -12.030 -4.698
H 26.347 -11.491 -1.626
H 26.403 -12.889 -2.328
C 21.989 -5.540 -11.699
O 22.993 -6.371 -11.115
C 22.754 -7.733 -11.435
C 23.727 -8.631 -10.579
C 25.207 -8.244 -10.801
N 23.608 -10.063 -10.826
H 21.966 -4.560 -11.222
H 20.976 -5.935 -11.628
H 22.299 -5.382 -12.731
H 21.744 -8.101 -11.255
H 22.937 -8.036 -12.466
H 23.551 -8.366 -9.537
H 25.303 -7.161 -10.881
H 25.622 -8.739 -11.680
H 25.809 -8.516 -9.934
H 24.318 -10.476 -10.238
H 23.774 -10.281 -11.798
C 15.047 -10.290 -4.753
O 16.370 -10.637 -5.092
C 16.593 -12.044 -5.243
C 17.944 -12.399 -5.925
C 18.033 -11.959 -7.408
N 18.178 -13.827 -5.974
H 14.984 -9.219 -4.560
H 14.777 -10.875 -3.874
H 14.378 -10.567 -5.568
H 16.610 -12.444 -4.229
H 15.733 -12.485 -5.746
H 18.649 -11.834 -5.314
H 17.389 -12.560 -8.051
H 19.052 -12.165 -7.736
H 17.832 -10.902 -7.584
H 19.035 -14.004 -6.478
H 18.397 -14.128 -5.035
C 21.346 -17.874 -4.858
O 21.560 -16.875 -5.868
C 21.825 -15.568 -5.341
C 22.058 -14.604 -6.557
C 22.389 -13.135 -6.198
N 20.867 -14.560 -7.388
H 22.223 -18.357 -4.428
H 20.793 -18.725 -5.254
H 20.714 -17.585 -4.019
H 20.928 -15.313 -4.776
H 22.646 -15.591 -4.624
H 22.869 -14.980 -7.181
H 22.674 -12.627 -7.119
H 23.248 -13.026 -5.536
H 21.541 -12.536 -5.864
H 21.272 -14.167 -8.226
H 20.647 -15.521 -7.607
C 20.463 -5.752 -8.535
O 19.549 -5.031 -9.337
H 20.007 -5.950 -7.565
H 20.787 -6.660 -9.043
H 21.364 -5.194 -8.279
H 18.904 -5.648 -9.691
C 21.210 -9.793 -7.060
O 20.461 -8.618 -6.926
H 20.767 -10.502 -7.761
H 22.240 -9.636 -7.379
H 21.286 -10.274 -6.085
H 19.737 -8.683 -6.299
C 21.633 -6.023 -5.144
O 22.568 -4.974 -5.413
H 21.530 -6.197 -4.073
H 20.587 -5.906 -5.428
H 22.081 -6.936 -5.537
H 23.441 -5.307 -5.194
*
```

The max |F| comes out at 2.7 eV/A. Its HOMO-LUMO gap is 9.184 eV. Its LUMO energy is 0.25 eV.


Relative energy (zero: lowest compared OMol25 entry of this formula, charge and spin): 119.4 82.6 66.8 (kcal per mole)
Energy: -2369.87046 -2369.92914 -2369.95423 (Eh)